15
Properties=species:S:1:pos:R:3:forces:R:3:mulliken_charge:R:1 method="wB97M-V/def2-TZVPD" charge=0 e_homo_ev=-9.0 e_above_lowest_ev=2.730 total_energy_ha=-358.9180 largest_force_ev_per_a=5.07
C 3.03183 0.11257 0.11848 -2.3 -3.1 0.6 -0.62
C 1.90283 -0.67109 -0.13395 1.8 1.0 0.7 -0.33
C 0.55105 -0.02296 -0.22994 -1.8 -2.4 0.9 0.62
C -1.43047 1.06614 -0.13007 2.9 3.4 2.4 -0.49
C -1.78309 -0.31686 -0.12563 -0.2 -1.1 2.1 0.54
H 4.00122 -0.42387 0.27819 -0.9 0.9 -0.2 0.27
H 2.84259 1.11672 0.50359 0.4 0.0 -0.8 0.30
H 1.89493 -1.83774 -0.07783 0.2 2.4 -0.7 0.20
H -1.84236 1.55659 -0.96012 -0.3 1.0 -1.3 0.33
H -1.77910 1.67578 0.81110 0.6 -1.4 -1.7 0.30
H -3.45773 0.20439 0.31512 -0.2 -1.3 -0.1 0.23
H -0.52421 -1.94537 -0.23266 0.4 -0.7 0.0 0.19
N 0.10808 1.15301 -0.14570 -0.6 1.4 -0.5 -0.61
N -2.96781 -0.71292 0.20156 0.8 0.4 -0.7 -0.81
N -0.54776 -0.95439 -0.19213 -0.9 -0.6 -0.7 -0.13

16
Properties=species:S:1:pos:R:3:forces:R:3:mulliken_charge:R:1 method="wB97M-V/def2-TZVPD" charge=0 e_homo_ev=-9.7 e_above_lowest_ev=6.646 total_energy_ha=-420.8118 largest_force_ev_per_a=5.73
C 1.52126 -0.33645 -0.14987 2.5 -0.6 2.6 -0.57
C 1.21165 1.27534 0.07625 -0.2 -1.9 0.8 -0.63
C -0.25564 0.94035 -0.01216 0.6 0.2 -0.5 -0.01
C -1.87756 -0.37116 -0.17742 -3.0 2.9 -0.7 -0.48
C -0.64450 -0.92426 0.42389 -1.1 -5.5 1.2 0.28
H 2.25363 -0.41246 -0.90419 0.4 -0.4 -1.5 0.45
H 2.07653 -0.72006 0.77577 -0.7 0.9 -1.0 0.31
H 1.70263 1.44791 1.06680 -0.8 0.8 -1.1 0.26
H 1.51964 1.77668 -0.78961 1.0 1.2 -0.8 0.40
H -0.20996 0.39800 -0.99481 0.8 0.4 0.7 0.39
H -2.08083 -0.46169 -1.21491 0.3 -0.9 -1.1 0.31
H -2.86232 -0.61964 0.33373 1.6 0.5 0.0 0.30
H -1.02906 -1.90398 0.85473 0.9 0.9 0.6 0.41
O -1.61452 1.16156 -0.12677 -1.4 0.3 1.3 -0.54
O 0.48488 -1.31703 -0.34279 0.3 0.5 -1.4 -0.43
O -0.19583 0.06688 1.18137 -1.3 0.7 1.0 -0.44

no.,lowest unoccupied orbital energy (eV)
1,0.094
2,1.017